A structure of composition C9H13F3N13O3OsS in a non-equilibrium geometry. Source: OMol25; level of theory: ωB97M-V/def2-TZVPD.

Geometry as XYZ:
```
43
Properties=species:S:1:pos:R:3:mulliken_charge:R:1
Os 0.74855 -0.86191 -0.38361 1.377
N -2.07301 -2.48360 0.44727 0.041
C -2.16893 -1.37954 -0.34518 0.368
N -3.27303 -0.92407 -0.88164 -0.401
N -2.90598 0.19805 -1.52284 -0.411
N -1.64340 0.42511 -1.41219 -0.375
N -1.11993 -0.56040 -0.65024 0.566
C -0.97897 -2.80302 1.14909 0.319
N -0.87309 -3.78256 2.05136 -0.381
N 0.33339 -3.65852 2.53679 -0.535
N 0.98291 -2.64723 1.96259 -0.456
N 0.17893 -2.08377 1.08969 0.720
H -2.91264 -3.04258 0.58240 0.286
C 3.19448 -0.17033 0.77889 -0.690
N 4.11586 0.65731 1.49622 0.122
C 4.14569 2.00086 0.90142 -0.755
N 2.82854 2.63536 0.97749 0.116
C 1.87865 1.85020 0.24619 -0.514
N 1.77825 0.44039 0.82010 0.010
C 1.40454 0.57538 2.29707 -0.414
N 2.36247 1.38721 2.98609 0.079
C 3.68438 0.76275 2.89812 -0.688
C 2.41779 2.72157 2.38151 -0.726
H 3.13451 -1.16068 1.23688 0.334
H 3.49113 -0.23521 -0.27447 0.427
H 4.45614 1.92969 -0.14176 0.340
H 4.87061 2.60672 1.44166 0.340
H 2.17699 1.76032 -0.79792 0.305
H 0.88189 2.28852 0.30220 0.274
H 1.38038 -0.42240 2.72450 0.411
H 0.41387 1.02960 2.33287 0.241
H 3.64975 -0.23190 3.34351 0.359
H 4.40707 1.36805 3.44200 0.329
H 3.13361 3.33275 2.92778 0.325
H 1.43600 3.19139 2.44503 0.352
F 3.22948 -1.08515 -4.54365 -0.179
C 2.78676 -1.94482 -3.65035 0.704
F 2.63075 -3.13557 -4.17928 -0.174
F 3.62491 -2.00475 -2.61542 -0.209
S 1.15904 -1.32566 -3.02097 0.971
O 0.24426 -1.27321 -4.09061 -0.440
O 1.49279 -0.07302 -2.27641 -0.700
O 0.82563 -2.28039 -1.86620 -0.665
```

Calculated values
- gap between HOMO and LUMO (alpha / beta) (hartree) = 0.196 / 0.211
- net charge = +1
- relative energy (zero: lowest compared OMol25 entry of this formula, charge and spin) (kJ/mol) = 0.0
- maximum force (Eh/bohr) = 0.040